# 1
15
Properties=species:S:1:pos:R:3:forces:R:3:mulliken_spin:R:1 method="wB97M-V/def2-TZVPD" e_above_lowest_kcal_mol=14.1 s_squared=2.0087 max_force_ev_per_a=4.25 gap_ev="5.046 / 7.550" e_lumo_ev="0.795 / -2.423" spin_multiplicity=3 total_energy_ha=-957.0552
C 0.253767 -1.675253 0.725204 -2.8819 1.3416 -1.6168 0.294
C 0.082064 0.860545 -0.548864 2.7375 0.5804 -2.2287 0.093
C 0.403443 2.041680 0.324729 -0.7962 2.2771 -0.3532 -0.020
O 1.805117 -1.227648 -1.376362 0.3388 -2.3219 -1.4690 0.476
O -1.179197 0.399864 -0.390238 0.0789 0.7345 -0.2726 0.039
Si -1.360829 -1.215538 -0.219658 2.4262 -2.2658 0.5602 0.045
S 1.446038 -0.498323 -0.158943 0.2835 4.2151 0.4261 1.010
H 0.176882 -1.142551 1.637009 0.1197 0.0521 1.2340 0.001
H 0.597638 -2.640362 0.788209 0.7796 -2.2544 0.1262 0.006
H 0.270567 1.054566 -1.704037 -0.0017 -0.2981 2.3060 0.011
H -0.495008 2.687637 0.141973 0.4564 -0.3655 0.7665 0.000
H 1.213424 2.760520 0.005986 -0.3876 -1.4623 0.0957 0.002
H 0.514708 1.819739 1.402153 -0.2181 -0.0121 -0.6057 -0.003
H -1.387399 -2.162307 -1.348499 -0.4512 0.3528 -0.2685 0.019
H -2.341222 -1.062570 0.721334 -2.4839 -0.5736 1.2997 0.027

---

# 2
22
Properties=species:S:1:pos:R:3:forces:R:3:mulliken_charge:R:1 method="wB97M-V/def2-TZVPD" e_above_lowest_kcal_mol=51.8 max_force_ev_per_a=2.36 gap_ev=8.391 e_lumo_ev=0.605 total_energy_ha=-329.4250
C 0.019063 1.511039 0.330321 -0.2121 1.2878 -0.2492 -0.815
C 1.377252 1.164524 -0.255894 -1.3839 0.1563 1.4116 -0.496
N 1.183100 -0.161698 -0.816078 -0.5562 0.0968 -1.4578 -0.056
C -0.020159 -0.122734 -1.743008 0.5900 -0.1492 2.2808 -0.920
C 1.270672 -1.318472 0.080881 -1.1273 -1.2164 -0.5044 -0.670
C 0.105347 -1.729025 1.133349 2.1444 0.3745 -0.3236 -0.592
H -0.211293 0.739286 1.027940 -0.3953 -0.1108 0.6899 0.234
H -0.788454 1.505177 -0.432320 0.7470 0.3822 0.7126 0.096
H 0.030759 2.484595 0.810401 -0.1791 0.1837 0.2647 0.438
H 1.670982 1.998576 -0.922649 0.3202 -0.9714 -0.2783 0.280
H 2.046758 1.133335 0.616217 0.3169 -0.1126 -0.5502 0.331
H 0.148538 -0.850095 -2.484516 0.0622 -0.8034 -1.1720 0.325
H -0.986566 -0.369335 -1.207493 0.8851 0.2542 -0.6093 0.214
H -0.076870 0.896183 -2.137882 -0.0358 -0.4857 -0.3090 0.337
H 1.326199 -2.207951 -0.598237 0.3552 0.6866 0.4865 0.325
H 2.177543 -1.220078 0.643498 0.7030 -0.0640 0.0457 0.377
H -0.094020 -2.831014 1.032219 0.2059 1.1682 0.4544 0.301
H 0.440116 -1.394646 2.170345 -0.7643 -0.7098 -1.2281 0.246
H -0.724140 -1.157063 0.803396 -1.2544 0.1252 0.2449 0.058
O -2.626172 0.427172 0.817804 -0.7788 0.8445 -1.9118 -0.602
H -2.806374 0.833964 -0.076774 0.8143 -0.7655 1.1207 0.312
H -3.462282 0.668260 1.208483 -0.4570 -0.1712 0.8818 0.277

---

# 3
76
Properties=species:S:1:pos:R:3:forces:R:3:mulliken_charge:R:1 method="wB97M-V/def2-TZVPD" max_force_ev_per_a=2.96 charge=+2 gap_ev=6.116 e_lumo_ev=-6.839 total_energy_ha=-2330.5937
Pb -0.342954 3.301113 -0.978379 -0.7360 0.7031 2.7785 1.401
C -2.133606 1.243736 -2.803772 -1.0606 -0.7901 -0.0634 -0.540
C -1.941586 -0.047969 -2.444175 -0.6901 0.8090 -0.5417 -0.333
C -1.100481 -1.034804 -3.184449 0.6868 0.0280 -0.1967 -0.821
C 0.360431 -0.516543 -3.509809 -0.8762 -1.1308 -0.2998 -1.477
C 0.916141 0.470636 -2.549675 0.6134 -0.0779 0.1214 0.935
C 0.792873 1.820467 -2.603093 0.6173 -0.6448 -1.1719 -0.635
C -0.073209 2.567022 -3.600636 -0.0750 -0.2529 -0.7550 -0.914
C -1.461860 1.958481 -3.948471 -0.3293 0.1603 -0.2811 -0.726
C 1.074720 0.199765 2.681384 -0.1143 0.8182 -0.3494 -0.162
H -3.051855 1.769503 -2.441263 1.0477 -0.4978 0.3098 0.491
H -2.556219 -0.483042 -1.657857 -0.0965 0.2902 -0.1154 1.058
H -1.610734 -1.266580 -4.144061 0.3347 -0.0264 0.5229 0.566
H -1.013285 -1.974547 -2.611044 -0.1684 0.4049 -0.4037 0.141
H 1.005313 -1.425916 -3.473567 -0.2948 0.7853 -0.2856 0.472
H 0.348020 -0.119636 -4.543276 0.2391 -0.0783 0.6156 0.307
H 1.607322 0.002987 -1.825864 -0.2503 0.8221 -0.5876 0.025
H 1.725290 2.335989 -2.347855 -0.3290 0.1161 0.6598 0.385
H 0.518636 2.626200 -4.506406 0.0601 0.3350 -0.3515 0.505
H -0.247961 3.616787 -3.254899 0.3823 -0.6114 -0.9074 0.402
H -2.133169 2.814448 -4.173569 0.5073 -0.5821 -0.3421 0.404
H -1.417104 1.299291 -4.850639 0.0955 0.5907 0.6526 0.299
H 0.979206 1.322043 2.679989 -0.3656 -1.2248 -0.0331 0.396
H 1.394456 -0.095188 3.683424 0.0804 -0.3049 -0.3069 0.423
H 0.121953 -0.280239 2.360246 0.4417 0.6078 1.0533 -0.877
P -1.617894 -0.890137 1.249726 -1.1534 1.5168 2.1102 0.391
P 2.180723 -0.211513 1.312321 0.1204 1.1464 2.3919 2.084
C -0.205724 -1.238250 0.127603 0.8342 -1.0507 -1.4568 -0.597
C 1.181487 -1.165716 0.199120 -2.4982 -0.1142 -1.2666 -0.937
C -2.554204 -2.396187 1.476484 -0.0610 -0.9496 -0.5167 0.221
C -2.865579 -3.254547 0.403322 -0.3574 -0.2088 1.2150 0.121
C -3.665795 -4.373822 0.663344 0.3303 0.1319 -0.4328 -0.661
C -4.136556 -4.652727 1.945132 0.4735 0.8217 0.0492 -0.598
C -3.806828 -3.799358 3.005810 0.1975 0.1648 -0.3861 -0.620
C -3.017730 -2.667244 2.789572 0.2122 -0.3083 -0.9697 -0.266
C -2.993006 0.306200 0.737464 0.9012 -0.5170 -1.8935 -0.509
C -2.633149 1.540425 0.192325 0.0411 0.2168 0.5534 1.739
C -3.485619 2.649211 0.262686 -0.5033 -0.7827 -0.5107 -0.448
C -4.855793 2.386079 0.386405 0.2434 0.0595 0.6824 -0.744
C -5.266385 1.060475 0.554072 0.0203 -0.1801 0.0310 -0.712
C -4.360302 0.020105 0.785739 0.0422 0.1265 0.4732 -0.754
C 3.553472 -1.232501 1.745256 -0.3688 -0.3894 -0.0383 0.329
C 3.293936 -2.524606 2.217143 0.6635 -0.5497 0.0731 -0.483
C 4.381951 -3.355437 2.517937 0.1124 0.5081 0.0200 -0.775
C 5.692108 -2.864977 2.371764 -0.0304 0.3347 -0.4231 -0.512
C 5.915463 -1.583356 1.838510 -0.3053 -0.2400 0.3342 -0.733
C 4.838162 -0.752920 1.549517 0.2491 -0.0569 -0.0606 -0.263
C 2.832632 1.439942 0.879648 0.3375 0.0003 -0.9637 -0.221
C 2.929963 2.486593 1.823943 -0.1877 -0.0890 -0.3323 -0.707
C 3.206442 3.795275 1.390797 -0.1385 -0.1352 0.0725 -0.675
C 3.478702 4.058006 0.042750 -0.0905 -0.6254 0.0608 -0.690
C 3.622210 2.959654 -0.820341 0.1275 0.1786 -0.4894 -0.576
C 3.290295 1.660626 -0.428440 -0.0131 0.3144 0.2039 0.029
H -0.613540 -1.894588 -0.681155 1.0269 0.2342 0.5758 0.358
H 1.738210 -1.785725 -0.533461 -0.2972 0.4589 0.4974 0.780
H -2.468188 -3.069045 -0.594583 -0.2358 -0.0584 0.1511 0.247
H -3.889900 -5.040343 -0.162652 -0.0993 -0.0265 0.1416 0.424
H -4.740715 -5.524635 2.117170 -0.1220 -0.1854 0.0517 0.434
H -4.132956 -4.015651 4.010937 -0.1332 -0.0779 0.0603 0.440
H -2.730539 -2.015040 3.612903 -0.1137 -0.1133 -0.1864 0.418
H -1.805033 1.450941 -0.532743 0.4729 0.5373 1.1166 -0.975
H -3.110157 3.665015 0.205530 -0.0935 0.0578 -0.4507 0.365
H -5.595007 3.196732 0.394750 0.4008 -0.3852 -0.0667 0.430
H -6.317386 0.815752 0.532086 -0.1182 0.0706 0.0712 0.446
H -4.708938 -0.999379 0.972865 0.0620 0.4228 0.1172 0.376
H 2.271640 -2.890184 2.349375 0.3137 0.1114 -0.0718 0.410
H 4.228513 -4.374171 2.866565 -0.0481 0.2607 0.0137 0.416
H 6.560984 -3.477627 2.641265 -0.5045 0.1601 -0.1680 0.394
H 6.910889 -1.209557 1.651574 0.1448 -0.1330 0.1602 0.430
H 4.955121 0.267053 1.175072 0.3206 -0.4649 0.1232 0.312
H 2.786279 2.264031 2.886442 -0.1442 0.3466 -0.4468 0.631
H 3.176309 4.627983 2.100083 0.0526 -0.4423 -0.1640 0.438
H 3.590487 5.084389 -0.336075 0.1896 -0.5795 0.3270 0.479
H 4.009470 3.113420 -1.832840 -0.2185 0.0332 0.2975 0.471
H 3.406447 0.821777 -1.132692 -0.0790 0.5248 0.3341 0.768
F -0.215296 3.485528 1.117719 0.3046 -0.3239 -0.7363 -0.649

---

# 4
17
Properties=species:S:1:pos:R:3:forces:R:3:mulliken_charge:R:1 method="wB97M-V/def2-TZVPD" e_above_lowest_kcal_mol=105.6 max_force_ev_per_a=4.31 gap_ev=8.774 e_lumo_ev=0.142 total_energy_ha=-513.1448
C 1.313507 2.747627 0.833725 -0.4288 -0.5784 -0.2623 0.452
C 0.995423 1.756371 0.216740 0.0546 0.5015 0.4482 -0.858
C 0.629102 0.596147 -0.578985 -1.0997 -1.7513 1.9381 0.489
O 0.122364 0.847068 -1.788683 -3.6035 -1.1153 -2.0870 -0.722
C 1.270016 -0.723488 -0.294028 0.2808 0.0684 -0.2295 -0.895
C -0.120935 -0.732845 0.290801 0.8364 2.9176 0.4104 0.281
N -0.284910 -0.494960 1.681819 0.1627 -0.2371 0.1077 -0.470
C -1.144997 -1.495949 -0.418752 -0.8902 -1.5346 -3.6076 0.338
O -1.229955 -2.673895 -0.611387 -0.2355 2.1807 0.8352 -0.438
O -2.056954 -0.621769 -1.418754 1.2663 -0.8680 1.9822 -0.668
H 1.500373 3.637852 1.408605 0.0495 -0.4204 -0.3004 0.450
H -0.934629 0.354411 -1.926774 3.7958 1.2422 0.7513 0.567
H 2.082742 -0.704739 0.434225 -0.1869 -0.3009 -0.2340 0.321
H 1.396645 -1.330345 -1.194506 0.1871 0.0630 0.3787 0.297
H -1.138904 -0.025811 1.959817 0.2224 -0.1664 -0.0843 0.239
H -0.043384 -1.266647 2.291441 -0.1773 0.0252 -0.1020 0.246
H -2.355504 0.130972 -0.885304 -0.2336 -0.0261 0.0553 0.371

---

# 5
49
Properties=species:S:1:pos:R:3:forces:R:3:mulliken_charge:R:1 method="wB97M-V/def2-TZVPD" e_above_lowest_kcal_mol=56.7 max_force_ev_per_a=0.77 gap_ev=7.636 e_lumo_ev=-0.022 total_energy_ha=-1356.1190
C -6.625357 -3.103878 0.154675 -0.0093 -0.2103 0.1355 -0.831
O -6.543700 -1.899498 -0.571200 0.0527 0.2883 -0.1511 -0.445
C -5.616189 -0.980468 -0.209669 0.1016 0.2846 -0.0554 0.952
C -4.714982 -1.122203 0.843274 -0.2217 -0.2786 -0.0333 -0.204
C -3.818015 -0.110406 1.117028 0.0672 0.3334 -0.1622 -1.064
C -3.773115 1.050055 0.346503 -0.3112 -0.4764 0.2421 0.089
C -2.773912 2.070002 0.709217 -0.1859 0.2887 -0.2123 0.469
O -2.310379 2.157287 1.823584 0.1464 0.1131 -0.0883 -0.611
C -2.344019 3.053649 -0.388437 -0.0711 0.0402 0.2220 -0.469
C -0.848198 3.152960 -0.378692 -0.1029 0.4051 0.1726 0.350
O -0.199045 4.171614 -0.365032 -0.2612 -0.3216 -0.0534 -0.637
C -0.177137 1.776815 -0.374998 0.6895 -0.2288 0.0146 0.608
O -0.834535 0.752816 -0.442771 0.0478 0.1620 -0.1118 -0.696
N 1.160570 1.897897 -0.286271 -0.1088 0.6170 0.0086 -0.019
C 2.143372 0.911033 -0.222189 0.4369 -0.6340 -0.0019 -0.973
C 1.823526 -0.439998 -0.266217 -0.2201 -0.0338 -0.0080 -0.571
C 2.835620 -1.381657 -0.186855 0.4779 0.1042 0.0726 0.762
O 2.631458 -2.723632 -0.204725 0.2735 0.2902 0.0117 -0.435
C 1.309365 -3.193831 -0.316233 -0.2353 -0.0641 -0.0203 -0.927
C 4.186126 -0.987858 -0.072998 -0.0869 -0.1587 0.0548 0.239
O 5.070142 -2.024314 -0.030547 -0.2630 0.2130 -0.2737 -0.470
C 6.341219 -1.856713 0.555348 0.4240 -0.0715 0.1411 -0.775
C 4.494551 0.381211 -0.053923 0.0034 -0.2470 0.0105 0.969
O 5.816837 0.735921 0.015888 -0.3501 -0.3799 -0.0866 -0.424
C 6.149209 2.099732 0.097724 0.0627 0.2075 0.0038 -0.933
C 3.467904 1.316101 -0.116834 -0.1437 0.1202 -0.0064 -0.438
C -4.682521 1.187836 -0.703927 0.1640 -0.0402 0.2133 -0.283
C -5.593923 0.192995 -0.970843 -0.1750 -0.2727 -0.0065 -0.748
H -6.874874 -2.923057 1.204771 0.0251 -0.0046 -0.0401 0.337
H -7.426314 -3.674655 -0.312332 0.0708 0.0088 0.0687 0.239
H -5.692468 -3.672716 0.093649 -0.0325 0.0299 0.0127 0.342
H -4.707022 -2.012180 1.452395 -0.0202 -0.0904 0.0311 0.383
H -3.117301 -0.209296 1.931728 0.0579 -0.0144 0.0733 0.422
H -2.782937 4.036139 -0.207009 0.0597 -0.0422 -0.0414 0.322
H -2.645291 2.675825 -1.365283 -0.0026 0.0708 -0.0350 0.333
H 1.482705 2.861704 -0.237241 -0.1858 -0.2077 -0.0257 0.209
H 0.790558 -0.726287 -0.347915 -0.0322 -0.0784 -0.0071 0.833
H 1.385594 -4.280003 -0.307819 -0.0538 0.0739 -0.0047 0.224
H 0.843606 -2.869320 -1.251927 0.0122 -0.0009 0.0388 0.362
H 0.691996 -2.865549 0.525873 0.0200 -0.0022 -0.0353 0.362
H 6.729233 -2.867169 0.684802 -0.0041 0.0675 0.0305 0.284
H 6.274249 -1.366344 1.529678 -0.0022 -0.0156 -0.0319 0.328
H 7.015036 -1.286911 -0.088076 -0.0596 -0.0912 0.1051 0.227
H 5.840953 2.645919 -0.799503 -0.0042 -0.0144 0.0446 0.345
H 7.235067 2.127679 0.177169 -0.0759 0.0629 -0.0051 0.247
H 5.711136 2.571179 0.983197 0.0008 -0.0155 -0.0410 0.363
H 3.687799 2.371024 -0.095913 0.0773 0.1207 0.0067 0.491
H -4.707357 2.088228 -1.299055 0.0283 0.0724 -0.0904 0.442
H -6.309261 0.292305 -1.772091 -0.0805 0.0207 -0.0861 0.423

---

# 6
20
Properties=species:S:1:pos:R:3:forces:R:3:mulliken_charge:R:1 method="wB97M-V/def2-TZVPD" e_above_lowest_kcal_mol=66.0 max_force_ev_per_a=4.87 gap_ev=9.775 e_lumo_ev=0.818 total_energy_ha=-904.0604
C 3.554559 0.754171 0.040614 -1.4564 0.8409 -0.8153 -0.335
C 3.137945 -0.501443 0.437342 1.2600 -0.6621 1.4121 -0.534
C 2.655013 1.698347 -0.385094 -3.6528 -3.1780 0.4992 -0.673
C 1.791049 -0.810711 0.608387 0.6220 2.2091 -1.8513 -0.411
C 1.277345 1.289331 -0.404074 -0.6460 2.3954 -0.3063 -0.056
C 0.852295 0.089092 0.108869 -2.8384 -0.1863 0.3262 0.055
C -2.138607 -1.622177 -0.876561 -1.2485 2.0283 2.2331 -1.416
Si -1.561882 -0.344029 0.371857 4.2193 -1.1649 0.7495 0.379
P -2.467643 1.662605 0.198105 0.2696 -0.2272 -1.3670 -0.159
H 4.532423 1.089100 -0.051713 2.0730 -0.2473 0.2462 0.403
H 4.003750 -1.117584 0.753160 -1.0773 -0.2571 -0.1106 0.256
H 2.854991 2.620033 -0.770573 1.0133 2.3656 -0.7738 0.451
H 1.355025 -1.674067 0.927624 -0.1840 -2.6638 1.2268 0.482
H 0.459732 2.030401 -0.745210 1.5485 -1.0721 0.3343 0.116
H -1.831925 -1.491534 -1.816552 1.8597 1.1816 -3.7395 0.486
H -1.861638 -2.570369 -0.674448 1.4712 -3.1380 1.3349 0.429
H -3.162521 -1.768573 -1.065386 -1.9338 0.4303 0.4448 0.454
H -1.351257 -1.082243 1.785370 -0.6645 0.9741 -1.3970 -0.084
H -1.798871 2.122051 1.329315 -0.4054 0.0186 0.7915 0.094
H -3.686528 1.090109 0.598244 -0.2295 0.3529 0.7622 0.065

---

Copy entry 1 word for word.
15
Properties=species:S:1:pos:R:3:forces:R:3:mulliken_spin:R:1 method="wB97M-V/def2-TZVPD" e_above_lowest_kcal_mol=14.1 s_squared=2.0087 max_force_ev_per_a=4.25 gap_ev="5.046 / 7.550" e_lumo_ev="0.795 / -2.423" spin_multiplicity=3 total_energy_ha=-957.0552
C 0.253767 -1.675253 0.725204 -2.8819 1.3416 -1.6168 0.294
C 0.082064 0.860545 -0.548864 2.7375 0.5804 -2.2287 0.093
C 0.403443 2.041680 0.324729 -0.7962 2.2771 -0.3532 -0.020
O 1.805117 -1.227648 -1.376362 0.3388 -2.3219 -1.4690 0.476
O -1.179197 0.399864 -0.390238 0.0789 0.7345 -0.2726 0.039
Si -1.360829 -1.215538 -0.219658 2.4262 -2.2658 0.5602 0.045
S 1.446038 -0.498323 -0.158943 0.2835 4.2151 0.4261 1.010
H 0.176882 -1.142551 1.637009 0.1197 0.0521 1.2340 0.001
H 0.597638 -2.640362 0.788209 0.7796 -2.2544 0.1262 0.006
H 0.270567 1.054566 -1.704037 -0.0017 -0.2981 2.3060 0.011
H -0.495008 2.687637 0.141973 0.4564 -0.3655 0.7665 0.000
H 1.213424 2.760520 0.005986 -0.3876 -1.4623 0.0957 0.002
H 0.514708 1.819739 1.402153 -0.2181 -0.0121 -0.6057 -0.003
H -1.387399 -2.162307 -1.348499 -0.4512 0.3528 -0.2685 0.019
H -2.341222 -1.062570 0.721334 -2.4839 -0.5736 1.2997 0.027